# 1
{"formula": "C20H35AuN4O3P", "method": "ωB97M-V with the def2-TZVPD basis set", "charge": 3, "multiplicity": 1, "total_energy_ev": -46364.9497, "de_lowest_kcal_mol": 42.2, "lumo_energy_ev": -12.6455, "fmax_ha_per_bohr": 0.02464, "elements": ["Au", "C", "C", "P", "C", "C", "C", "C", "H", "H", "H", "H", "H", "H", "H", "H", "H", "H", "H", "H", "H", "H", "H", "N", "C", "C", "N", "C", "H", "H", "H", "H", "C", "C", "C", "O", "C", "H", "H", "H", "H", "H", "H", "H", "H", "O", "C", "N", "C", "O", "C", "C", "C", "C", "N", "C", "H", "H", "H", "H", "H", "H", "H", "H"], "xyz": [[-0.29, -0.05, 0.15], [-2.25, -3.47, 2.06], [-1.99, -3.51, 0.56], [-1.99, -1.88, -0.28], [-3.59, -1.07, 0.05], [-4.79, -1.94, -0.38], [-1.77, -2.13, -2.08], [-0.93, -3.36, -2.44], [-2.33, -4.49, 2.42], [-3.17, -2.95, 2.32], [-1.42, -3.00, 2.60], [-2.82, -4.01, 0.03], [-1.07, -4.05, 0.32], [-3.59, -0.12, -0.47], [-3.63, -0.87, 1.12], [-4.82, -2.09, -1.46], [-5.69, -1.40, -0.10], [-4.81, -2.90, 0.12], [-1.32, -1.22, -2.48], [-2.78, -2.22, -2.48], [0.07, -3.34, -2.00], [-0.82, -3.41, -3.52], [-1.42, -4.29, -2.13], [-2.57, 3.38, -0.50], [-3.01, 3.11, 0.78], [-2.42, 1.94, 1.14], [-1.62, 1.52, 0.08], [-1.75, 2.42, -0.90], [-2.82, 4.20, -1.04], [-3.68, 3.75, 1.32], [-2.48, 1.40, 2.07], [-1.26, 2.37, -1.86], [2.99, -0.15, -3.06], [2.61, 1.27, -3.52], [1.37, 1.60, -2.69], [0.86, 0.34, -2.18], [1.63, -0.74, -2.72], [3.63, -0.11, -2.18], [3.50, -0.71, -3.83], [2.36, 1.27, -4.58], [3.40, 1.99, -3.38], [0.60, 2.09, -3.29], [1.60, 2.25, -1.84], [1.14, -1.11, -3.63], [1.67, -1.55, -1.98], [1.78, -7.60, -0.06], [2.40, -7.29, 1.15], [2.66, -5.86, 1.20], [1.74, -4.92, 0.86], [0.57, -5.14, 0.59], [2.21, -3.48, 0.84], [3.51, -2.99, 0.87], [3.71, -1.61, 0.78], [2.62, -0.77, 0.61], [1.37, -1.26, 0.55], [1.19, -2.58, 0.68], [1.53, -8.52, -0.09], [3.38, -7.78, 1.24], [1.81, -7.61, 2.02], [3.52, -5.57, 1.63], [4.38, -3.63, 0.95], [4.70, -1.18, 0.83], [2.75, 0.30, 0.52], [0.18, -2.95, 0.66]], "mulliken_charge": [0.424, -1.483, -0.862, 1.201, -0.268, -1.360, -0.454, -1.345, 0.462, 0.381, 0.294, 0.691, 0.716, 0.294, 0.431, 0.379, 0.432, 0.356, 0.263, 0.686, 0.199, 0.447, 0.409, -0.030, -0.461, -0.379, -0.033, -0.255, 0.253, 0.422, 0.470, 0.472, -0.646, -0.751, -0.525, 0.020, -0.097, 0.172, 0.422, 0.319, 0.383, 0.288, 0.361, 0.334, -0.003, -0.496, -0.467, -0.218, 0.311, -0.642, 0.082, -0.337, -0.780, -0.427, -0.128, 0.721, 0.328, 0.376, 0.368, 0.219, 0.511, 0.508, 0.458, -0.413]}

# 2
{"formula": "CHClNO2S", "method": "ωB97M-V with the def2-TZVPD basis set", "charge": -1, "multiplicity": 1, "total_energy_ev": -29996.0150, "de_lowest_kcal_mol": 37.8, "lumo_energy_ev": 3.6919, "fmax_ha_per_bohr": 0.04975, "elements": ["C", "N", "O", "O", "S", "Cl", "H"], "xyz": [[0.20, -1.14, -0.52], [0.01, 0.80, -0.47], [-0.56, -1.46, 0.31], [0.85, -1.37, -1.47], [-1.04, 1.40, 0.67], [1.67, 1.38, -0.35], [-1.12, 0.39, 1.83]], "mulliken_charge": [0.709, -0.336, -0.517, -0.493, -0.231, -0.219, 0.087]}

# 3
{"formula": "C10H16N2O3", "method": "ωB97M-V with the def2-TZVPD basis set", "multiplicity": 1, "total_energy_ev": -19751.5196, "de_lowest_kcal_mol": 28.8, "smiles": "O=C(O)[C@@H]1CCCN1C(=O)[C@@H]1CCCN1", "lumo_energy_ev": 0.6273, "fmax_ha_per_bohr": 0.08753, "elements": ["O", "C", "O", "C", "C", "C", "C", "N", "C", "O", "C", "C", "C", "C", "N", "H", "H", "H", "H", "H", "H", "H", "H", "H", "H", "H", "H", "H", "H", "H", "H"], "xyz": [[1.87, -0.01, -2.47], [0.64, -0.13, -2.43], [0.14, -1.19, -3.04], [-0.41, 0.69, -1.78], [-0.79, 2.08, -2.35], [0.07, 3.02, -1.52], [0.42, 2.29, -0.22], [0.04, 0.91, -0.48], [0.73, -0.02, 0.29], [1.74, 0.25, 0.96], [0.07, -1.37, 0.66], [-1.26, -1.27, 1.52], [-0.73, -1.44, 2.99], [0.34, -2.52, 2.75], [1.00, -2.15, 1.52], [0.89, -1.76, -3.28], [-1.30, 0.00, -1.80], [-1.86, 2.27, -2.15], [-0.61, 2.36, -3.44], [0.94, 3.27, -2.10], [-0.36, 4.01, -1.42], [1.46, 2.40, 0.03], [-0.25, 2.77, 0.61], [-0.10, -1.94, -0.28], [-1.92, -2.08, 1.28], [-1.82, -0.37, 1.18], [-1.40, -1.88, 3.72], [-0.26, -0.46, 3.37], [-0.18, -3.52, 2.62], [1.13, -2.62, 3.54], [1.79, -1.61, 1.73]], "mulliken_charge": [-0.628, 0.123, -0.483, 0.493, -0.607, -0.771, -0.623, 0.384, 0.287, -0.712, 0.084, -0.858, -0.533, -0.675, -0.531, 0.381, 0.148, 0.352, 0.266, 0.323, 0.397, 0.293, 0.268, 0.248, 0.361, 0.346, 0.405, 0.228, 0.266, 0.356, 0.410]}

# 4
{"formula": "C12H32BN7O6", "method": "ωB97M-V with the def2-TZVPD basis set", "multiplicity": 1, "total_energy_ev": -36356.0161, "smiles": "CC(=O)OCCB(CN)CCCCO.NC(N)=O.NC(N)=O.NC(N)=O", "lumo_energy_ev": 0.4882, "fmax_ha_per_bohr": 0.06952, "elements": ["C", "C", "O", "O", "C", "C", "B", "C", "N", "C", "C", "C", "C", "O", "H", "H", "H", "H", "H", "H", "H", "H", "H", "H", "H", "H", "H", "H", "H", "H", "H", "H", "H", "H", "N", "C", "N", "O", "H", "H", "H", "H", "N", "C", "N", "O", "H", "H", "H", "H", "N", "C", "N", "O", "H", "H", "H", "H"], "xyz": [[0.22, 6.15, 0.11], [-1.15, 5.40, 0.51], [-2.18, 6.08, 0.56], [-1.20, 3.99, 0.76], [-1.68, 3.30, -0.45], [-0.91, 1.89, -0.67], [0.44, 2.01, 0.27], [0.45, 1.20, 1.68], [-0.82, 1.31, 2.46], [1.65, 2.92, -0.32], [3.11, 2.27, -0.24], [3.14, 0.68, -0.37], [2.59, 0.12, -1.78], [3.09, 0.84, -2.92], [0.03, 7.23, -0.20], [0.91, 6.05, 1.01], [0.66, 5.53, -0.75], [-1.54, 4.01, -1.33], [-2.79, 3.12, -0.34], [-1.60, 1.06, -0.32], [-0.59, 1.77, -1.76], [0.55, 0.08, 1.40], [1.38, 1.43, 2.29], [-1.64, 1.14, 1.87], [-0.84, 2.23, 2.90], [1.36, 3.30, -1.37], [1.68, 3.87, 0.33], [3.67, 2.67, 0.67], [3.69, 2.67, -1.14], [2.68, 0.13, 0.53], [4.26, 0.38, -0.34], [1.44, 0.11, -1.71], [2.89, -0.99, -1.80], [2.55, 1.63, -3.09], [-2.77, -2.12, -0.31], [-2.96, -1.40, 0.83], [-2.27, -1.84, 1.90], [-3.72, -0.44, 0.87], [-2.15, -2.91, -0.37], [-3.27, -1.83, -1.13], [-2.39, -1.33, 2.76], [-1.64, -2.63, 1.88], [1.43, -2.17, -4.19], [0.32, -2.94, -4.10], [0.47, -4.22, -4.51], [-0.75, -2.51, -3.68], [2.31, -2.51, -4.53], [1.35, -1.21, -3.89], [-0.33, -4.82, -4.46], [1.34, -4.60, -4.86], [-1.14, -6.79, 3.39], [-1.07, -5.44, 3.59], [-1.69, -5.00, 4.71], [-0.48, -4.70, 2.81], [-1.62, -7.42, 4.01], [-0.69, -7.15, 2.57], [-1.65, -4.01, 4.89], [-2.17, -5.59, 5.35]], "mulliken_charge": [-0.656, 0.544, -0.564, -0.337, -0.512, -0.232, 0.292, -0.491, -0.564, 0.113, -0.819, -0.531, -0.228, -0.586, 0.286, 0.259, 0.174, 0.361, 0.290, -0.176, 0.327, 0.142, 0.277, 0.141, 0.287, 0.216, -0.148, 0.304, 0.336, 0.203, 0.387, 0.089, 0.409, 0.346, -0.363, 0.687, -0.263, -0.683, 0.144, 0.191, 0.193, 0.142, -0.315, 0.666, -0.388, -0.649, 0.157, 0.155, 0.229, 0.157, -0.398, 0.672, -0.377, -0.656, 0.160, 0.221, 0.216, 0.164]}

# 5
{"formula": "C4H14NO2S", "method": "ωB97M-V with the def2-TZVPD basis set", "charge": -1, "multiplicity": 1, "total_energy_ev": -20795.1659, "de_lowest_kcal_mol": 40.8, "lumo_energy_ev": 3.3752, "fmax_ha_per_bohr": 0.12015, "elements": ["C", "N", "C", "C", "S", "C", "H", "H", "H", "H", "H", "H", "H", "H", "H", "H", "H", "H", "O", "H", "H", "O"], "xyz": [[-1.64, 1.65, -1.04], [-1.10, 0.34, -0.67], [-0.18, -0.38, -1.62], [0.28, -1.81, -1.13], [1.92, -1.79, -0.26], [-0.41, 2.63, -1.39], [-2.33, 2.08, -0.44], [-2.18, 1.45, -1.93], [-0.57, 0.61, 0.19], [-0.88, -0.58, -2.57], [0.72, 0.17, -1.93], [-0.46, -2.20, -0.23], [0.34, -2.52, -1.95], [0.42, 2.20, -0.80], [-0.82, 3.57, -1.00], [-0.19, 2.63, -2.43], [-1.52, -0.83, 4.43], [-2.82, -0.67, 3.87], [-2.33, -0.35, 4.65], [2.58, 1.38, 0.81], [1.73, 0.19, 0.46], [1.67, 1.12, 0.78]], "mulliken_charge": [-0.758, -0.498, -0.414, -0.663, -0.688, -0.692, 0.482, 0.356, 0.264, 0.326, 0.304, 0.188, 0.255, 0.143, 0.347, 0.237, 0.330, 0.323, -0.654, 0.272, 0.165, -0.624]}

# 6
{"formula": "C7H7N3S", "method": "ωB97M-V with the def2-TZVPD basis set", "multiplicity": 1, "total_energy_ev": -22675.3677, "de_lowest_kcal_mol": 81.6, "smiles": "S[C@H]1NN=Nc2ccccc21", "lumo_energy_ev": 0.3133, "fmax_ha_per_bohr": 0.08054, "elements": ["S", "C", "N", "N", "N", "C", "C", "C", "C", "C", "C", "H", "H", "H", "H", "H", "H", "H"], "xyz": [[-0.28, -1.91, -2.09], [0.16, -1.77, -0.18], [1.52, -2.02, 0.19], [2.48, -1.06, 0.07], [2.12, 0.08, -0.22], [0.79, 0.53, -0.09], [0.48, 1.86, -0.02], [-0.74, 2.33, 0.42], [-1.72, 1.38, 0.75], [-1.42, 0.00, 0.65], [-0.22, -0.39, 0.10], [-0.44, -0.60, -2.53], [-0.46, -2.60, 0.12], [2.04, -2.94, 0.41], [1.25, 2.66, -0.22], [-0.84, 3.46, 0.43], [-2.54, 1.69, 1.21], [-2.19, -0.69, 0.99]], "mulliken_charge": [-0.283, -0.341, 0.139, -0.660, -0.308, 0.285, -0.047, -0.388, -0.595, -0.752, 0.506, 0.153, 0.521, 0.285, 0.305, 0.300, 0.513, 0.368]}

# 7
{"formula": "C6H22BrN4O7", "method": "ωB97M-V with the def2-TZVPD basis set", "charge": -1, "multiplicity": 1, "total_energy_ev": -96918.0532, "de_lowest_kcal_mol": 0.0, "lumo_energy_ev": 2.7843, "fmax_ha_per_bohr": 0.09899, "elements": ["Br", "C", "O", "N", "N", "H", "H", "H", "H", "C", "O", "N", "N", "H", "H", "H", "H", "C", "C", "O", "O", "H", "H", "H", "H", "H", "H", "C", "C", "O", "O", "H", "H", "H", "H", "H", "H", "O", "H", "H"], "xyz": [[0.44, 0.14, -1.01], [-1.61, 3.69, 0.06], [-1.98, 4.66, 0.74], [-1.33, 3.61, -1.20], [-1.38, 2.55, 0.64], [-1.50, 4.44, -1.74], [-1.07, 2.70, -1.56], [-1.61, 2.41, 1.61], [-1.00, 1.80, 0.09], [-0.86, -3.01, -3.25], [-1.24, -3.90, -3.94], [-0.16, -3.13, -2.13], [-0.96, -1.78, -3.58], [0.12, -2.34, -1.58], [0.11, -4.06, -1.84], [-1.37, -1.47, -4.46], [-0.56, -1.15, -2.90], [3.56, -0.38, 1.80], [3.11, 1.13, 1.71], [3.33, 1.70, 0.44], [2.53, -1.33, 1.23], [3.85, -0.60, 2.83], [4.51, -0.58, 1.30], [3.80, 1.63, 2.39], [2.08, 1.31, 1.98], [2.80, 1.22, -0.21], [2.07, -0.80, 0.58], [-2.26, -0.95, 3.32], [-2.43, -1.16, 1.83], [-1.29, -1.91, 1.36], [-1.04, -0.33, 3.67], [-2.07, -1.87, 3.87], [-3.00, -0.34, 3.84], [-2.45, -0.29, 1.17], [-3.30, -1.76, 1.58], [-0.83, -1.44, 0.66], [-0.45, -1.04, 3.42], [0.96, 0.61, -4.45], [1.08, 0.63, -3.50], [1.40, 1.40, -4.77]], "mulliken_charge": [-1.075, 0.726, -0.764, -0.280, -0.088, 0.198, 0.167, 0.106, -0.079, 0.683, -0.719, -0.218, -0.143, 0.094, 0.167, 0.139, 0.098, -0.301, -0.431, -0.488, -0.523, 0.348, 0.247, 0.333, 0.216, 0.309, 0.296, -0.573, -0.102, -0.534, -0.520, 0.375, 0.319, 0.130, 0.265, 0.285, 0.346, -0.587, 0.299, 0.279]}

# 8
{"formula": "C5H9NO", "method": "ωB97M-V with the def2-TZVPD basis set", "multiplicity": 1, "total_energy_ev": -8865.7099, "de_lowest_kcal_mol": 80.8, "lumo_energy_ev": -0.5616, "fmax_ha_per_bohr": 0.01467, "elements": ["C", "C", "C", "C", "O", "C", "N", "H", "H", "H", "H", "H", "H", "H", "H", "H"], "xyz": [[0.86, 1.14, 0.61], [0.30, -0.14, -0.01], [1.35, -0.92, -0.81], [-0.55, -0.91, 0.85], [-2.59, 0.36, 0.56], [-2.02, 0.57, -0.52], [-0.84, 0.12, -0.95], [1.27, 1.79, -0.18], [1.66, 0.91, 1.32], [0.07, 1.69, 1.13], [2.19, -1.21, -0.17], [0.90, -1.82, -1.24], [1.71, -0.29, -1.63], [-0.87, -1.90, 0.53], [-0.91, -0.56, 1.82], [-2.53, 1.17, -1.30]], "mulliken_charge": [-1.495, 1.720, -1.463, -0.814, -0.561, 0.115, -0.577, 0.333, 0.351, 0.370, 0.352, 0.360, 0.338, 0.358, 0.251, 0.360]}